Record 1
DFT (ωB97M-V with the def2-TZVPD basis set) results for a molecular structure, C25H28N4O2Pd.

The geometry in ORCA input format:
```
! wB97M-V def2-TZVPD RIJCOSX def2/J DEFGRID3
* xyz -2 1
Pd 1.7629 -2.1554 1.6631
N 1.1712 -4.9232 -2.1057
C 1.3318 -4.3455 -3.4480
C 2.0652 -5.3093 -4.3713
C 1.9076 -4.9588 -5.8729
O 1.7027 -5.9207 -6.6503
O 2.0124 -3.7417 -6.1548
H 0.5183 -5.6970 -2.1342
H 0.8032 -4.2431 -1.4501
H 1.8956 -3.4191 -3.3341
H 0.3798 -4.0693 -3.9226
H 1.7050 -6.3280 -4.2041
H 3.1320 -5.2996 -4.1273
C -3.0983 1.9263 -1.6114
C -2.6783 2.8208 -0.4803
C -3.0647 4.1514 -0.4284
C -2.6434 4.9969 0.5904
C -1.7988 4.4957 1.5688
C -1.3950 3.1704 1.5391
C -1.8437 2.3174 0.5318
N -1.4913 0.9619 0.4981
C -0.3196 0.5408 1.2308
N -0.6351 0.1518 2.4875
C 0.2182 -0.2612 3.5687
C 1.2298 -1.2198 3.3836
C 1.9321 -1.5318 4.5709
C 1.6425 -0.9812 5.8093
C 0.6018 -0.0693 5.9374
C -0.1209 0.3009 4.8116
C -1.2681 1.2699 4.9603
N 0.8414 0.5301 0.7151
C 1.0044 0.9845 -0.5980
C 1.4215 2.2927 -0.8469
C 1.6332 2.7360 -2.1427
C 1.4475 1.8705 -3.2127
C 1.0417 0.5652 -2.9697
C 0.8059 0.1061 -1.6774
C 0.3434 -1.3015 -1.4228
H -3.7812 2.4460 -2.2828
H -3.5951 1.0243 -1.2446
H -2.2328 1.6050 -2.2013
H -3.7062 4.5348 -1.2150
H -2.9585 6.0326 0.6078
H -1.4363 5.1405 2.3605
H -0.7105 2.7903 2.2855
H -1.4339 0.6182 -0.4518
H -1.6200 0.2070 2.6819
H 2.7289 -2.2633 4.5153
H 2.2164 -1.2734 6.6842
H 0.3471 0.3581 6.9025
H -1.3235 1.6310 5.9887
H -2.2348 0.8068 4.7302
H -1.1706 2.1355 4.3028
H 1.5767 2.9520 -0.0013
H 1.9527 3.7575 -2.3147
H 1.6310 2.2001 -4.2277
H 0.9200 -0.1248 -3.7976
H 0.5092 -1.9293 -2.2969
H -0.7254 -1.3406 -1.1812
H 0.8528 -1.7222 -0.5455
*
```

Properties
energy relative to the best compared isomer or geometry (same formula, charge and spin) = 0.0 kJ/mol
HOMO = -0.01785 Ha
Kohn-Sham gap = 4.532 eV

---

Record 2
DFT (ωB97M-V with the def2-TZVPD basis set) results for C25H28N4O5S in the gas phase at a distorted geometry.

The geometry in ORCA input format:
```
! wB97M-V def2-TZVPD RIJCOSX def2/J DEFGRID3
* xyz 0 1
C -7.3522 -0.3783 1.4770
C -7.2565 -0.5576 -0.0328
C -5.8055 -0.6335 -0.4990
O -5.2105 0.6277 -0.2754
C -3.8939 0.7969 -0.5670
C -3.3635 2.0586 -0.2907
C -2.0397 2.3461 -0.5405
C -1.2078 1.3670 -1.0774
N 0.1538 1.5740 -1.3415
C 0.8921 2.6812 -1.1207
O 0.4874 3.7504 -0.7194
C 2.3872 2.4623 -1.4071
C 3.2028 3.7100 -1.1276
C 3.0630 4.2148 0.2956
O 3.2715 5.3638 0.6007
N 2.7383 3.3020 1.2672
C 2.4720 1.9524 1.1947
N 1.9354 1.3747 2.1778
N 1.4491 0.1578 2.2222
C 2.0205 -0.8869 2.6501
C 3.4594 -0.9690 3.0627
C 1.1794 -2.1255 2.7259
C 1.7857 -3.2873 1.9233
C 2.2545 -2.8819 0.5515
C 3.5067 -3.2795 0.1061
C 3.9943 -2.9454 -1.1544
C 3.1769 -2.1874 -1.9540
C 1.9219 -1.7761 -1.5120
C 1.4332 -2.1085 -0.2750
O 1.3270 -1.0138 -2.4972
C 2.2290 -1.0211 -3.5846
O 3.3975 -1.7145 -3.2219
S 2.9727 1.1169 -0.3150
C -1.7325 0.1118 -1.3610
C -3.0617 -0.1769 -1.1100
H -6.8141 0.5167 1.7769
H -8.3906 -0.2808 1.7832
H -6.9183 -1.2328 1.9921
H -7.7339 0.2860 -0.5332
H -7.7669 -1.4731 -0.3373
H -5.2710 -1.4109 0.0652
H -5.7662 -0.8849 -1.5688
H -4.0176 2.8074 0.1262
H -1.6450 3.3233 -0.3198
H 0.6341 0.7434 -1.6739
H 2.5387 2.1111 -2.4308
H 4.2627 3.5130 -1.3132
H 2.8881 4.5257 -1.7819
H 2.5448 3.7146 2.1740
H 3.5829 -1.6563 3.8959
H 3.8243 0.0164 3.3472
H 4.0574 -1.3266 2.2240
H 0.1826 -1.8821 2.3594
H 1.0880 -2.4343 3.7705
H 1.0291 -4.0711 1.8293
H 2.6286 -3.7103 2.4715
H 4.1312 -3.8752 0.7553
H 4.9681 -3.2604 -1.4884
H 0.4623 -1.7730 0.0469
H 1.7560 -1.5156 -4.4496
H 2.4841 0.0143 -3.8603
H -1.0930 -0.6477 -1.7871
H -3.4338 -1.1620 -1.3441
*
```

Properties
energy relative to the best compared isomer or geometry (same formula, charge and spin) = 211.8 kJ/mol
HOMO = -0.28904 Ha
Kohn-Sham gap = 8.268 eV
structure (SMILES) = CCCOc1ccc(NC(=O)[C@H]2CC(=O)N/C(=N/N=C(\C)CCc3ccc4c(c3)OCO4)S2)cc1

---

Record 3
DFT (ωB97M-V with the def2-TZVPD basis set) results for C25H28N6O3 in the gas phase.

The geometry in ORCA input format:
```
! wB97M-V def2-TZVPD RIJCOSX def2/J DEFGRID3
* xyz 0 1
O 1.2380 0.9787 2.0186
C 1.9978 0.0904 1.7128
C 3.5140 0.3232 1.5982
C 3.9642 -0.0711 0.2076
O 3.9495 -1.2523 -0.1223
N 4.3408 0.8987 -0.6446
C 4.3143 2.3239 -0.3543
C 4.9058 3.1065 -1.5250
N 4.2032 2.8105 -2.7494
C 3.6754 3.8160 -3.5037
C 2.8688 3.5662 -4.6282
C 2.4065 4.6403 -5.3564
C 2.7393 5.9325 -4.9657
C 3.5296 6.0748 -3.8411
N 3.9881 5.0604 -3.1304
C 3.8814 1.4202 -2.9849
C 4.6597 0.5408 -2.0136
N 1.6725 -1.1959 1.4404
C 0.4189 -1.8062 1.4785
C 0.3181 -3.0965 0.9323
C -0.8673 -3.7852 0.9594
C -2.0007 -3.2062 1.5449
N -3.1735 -3.9062 1.5757
C -4.2071 -3.3725 2.1229
N -4.2184 -2.1296 2.6897
C -3.0756 -1.3178 2.7114
O -3.1081 -0.2172 3.2252
C -1.9001 -1.9160 2.0905
C -0.6932 -1.2171 2.0534
C -5.4203 -1.5770 3.2883
C -6.5059 -1.2637 2.2589
C -7.3523 -2.4770 1.8851
C -6.5529 -3.5887 1.2121
C -5.4659 -4.1853 2.1144
H 4.0059 -0.3425 2.3103
H 3.7224 1.3555 1.8599
H 4.9075 2.5391 0.5397
H 3.2822 2.6509 -0.1811
H 4.8083 4.1790 -1.3492
H 5.9719 2.8703 -1.6305
H 2.6102 2.5614 -4.9182
H 1.7852 4.4751 -6.2253
H 2.3928 6.7922 -5.5157
H 3.8208 7.0525 -3.4781
H 2.8041 1.2431 -2.8496
H 4.1505 1.1395 -4.0098
H 5.7356 0.6422 -2.1885
H 4.3865 -0.5078 -2.1481
H 2.4173 -1.7513 1.0196
H 1.1953 -3.5428 0.4850
H -0.9525 -4.7752 0.5412
H -0.6497 -0.2265 2.4765
H -5.8002 -2.2614 4.0518
H -5.0993 -0.6517 3.7752
H -7.1600 -0.4966 2.6775
H -6.0358 -0.8461 1.3662
H -8.1477 -2.1561 1.2088
H -7.8282 -2.8722 2.7866
H -7.2417 -4.3874 0.9298
H -6.0907 -3.2132 0.2969
H -5.1833 -5.1691 1.7391
H -5.8517 -4.3028 3.1294
*
```

Properties
energy relative to the best compared isomer or geometry (same formula, charge and spin) = 5.7 kJ/mol
HOMO = -0.28929 Ha
Kohn-Sham gap = 8.497 eV
structure (SMILES) = O=C(CC(=O)N1CCN(c2ccccn2)CC1)Nc1ccc2nc3n(c(=O)c2c1)CCCCC3

---

Record 4
DFT (ωB97M-V with the def2-TZVPD basis set) results for a molecular structure, C25H29F3IrN5O5SSe2 at a distorted geometry.

The geometry in ORCA input format:
```
! wB97M-V def2-TZVPD RIJCOSX def2/J DEFGRID3
* xyz 1 2
Ir 0.0213 0.3248 -0.2957
C -3.6025 -1.0546 -2.4250
O -4.2873 -1.4610 -1.2581
C -3.9334 -0.9872 -0.0482
C -4.8465 -1.3447 0.9447
C -4.6709 -1.0597 2.2840
C -3.5167 -0.4117 2.6754
C -2.5753 -0.0411 1.7109
C -1.3600 0.5044 2.2567
N -0.2531 0.6989 1.6217
N 0.8030 1.1773 2.4116
C 1.8562 1.4159 1.6635
O 1.8597 1.2386 0.3774
C 3.1251 1.8417 2.2740
C 3.2942 1.7791 3.6566
C 4.4981 2.1662 4.2181
C 5.5307 2.6166 3.4050
C 5.3641 2.6752 2.0283
C 4.1640 2.2848 1.4588
C -2.7832 -0.2547 0.3074
O -1.9491 0.2846 -0.6086
H -4.0092 -1.6610 -3.2304
H -2.5319 -1.2308 -2.3274
H -3.8076 0.0019 -2.6342
H -5.7218 -1.8864 0.6107
H -5.4172 -1.3588 3.0057
H -3.3102 -0.2018 3.7159
H -1.3149 0.7456 3.3126
H 2.4807 1.4349 4.2803
H 4.6339 2.1177 5.2900
H 6.4706 2.9180 3.8479
H 6.1727 3.0196 1.3988
H 4.0376 2.3080 0.3842
C -1.4478 3.7696 -1.2709
Se 0.0728 2.8808 -0.4509
C 1.3824 3.0965 -1.8574
C 0.9624 2.4276 -3.1387
Se 0.2556 0.6065 -2.9305
C -1.5370 1.0018 -3.5622
H -1.1665 4.8056 -1.4475
H -2.2639 3.7334 -0.5528
H -1.7581 3.3014 -2.1935
H 2.2752 2.6325 -1.4449
H 1.5771 4.1555 -2.0321
H 1.7978 2.3603 -3.8312
H 0.1424 2.9539 -3.6229
H -1.4324 1.5711 -4.4838
H -2.1161 1.5314 -2.8199
H -2.0068 0.0562 -3.7956
C -3.2295 -4.7882 -0.2102
C -1.9105 -4.6850 -0.9765
C -1.0025 -3.6640 -0.3702
N -1.1440 -2.4042 -0.5303
N -0.2402 -1.6691 0.2053
C 0.6361 -2.4177 0.8661
N 1.6057 -1.9632 1.6637
S 0.3102 -4.0972 0.6858
H -3.8770 -5.5310 -0.6734
H -3.7445 -3.8292 -0.2161
H -3.0628 -5.0861 0.8256
H -2.0873 -4.3859 -2.0105
H -1.4019 -5.6498 -1.0038
H 1.9140 -1.0090 1.5472
H 2.3284 -2.6017 1.9539
F 4.1031 -1.6151 0.1665
C 4.1939 -1.1077 -1.0770
F 5.2751 -0.3336 -1.1172
F 4.3681 -2.1318 -1.9222
C 2.9191 -0.3231 -1.4727
O 1.8620 -0.8422 -1.0094
O 3.0260 0.6504 -2.2025
*
```

Properties
expectation value of S² = 0.756
energy relative to the best compared isomer or geometry (same formula, charge and spin) = 132.2 kJ/mol
HOMO (spin up / spin down) = -0.40078 / -0.39899 Ha
Kohn-Sham gap (spin up / spin down) = 7.537 / 6.256 eV

---

Calculated total energy (computed, hartree): -1466.83617; -1962.86501; -1523.81985; -7224.78475